{
  "formula": "C20H47N4O9P2",
  "method": "ωB97M-V/def2-TZVPD",
  "max_force_ev_per_a": 7.89,
  "homo_ev": -12.00,
  "lumo_ha": -0.10723,
  "charge": 1,
  "symbols": ["C", "O", "C", "C", "C", "C", "C", "C", "N", "C", "N", "N", "N", "H", "H", "H", "H", "H", "H", "H", "H", "H", "H", "H", "H", "H", "H", "H", "H", "H", "O", "P", "O", "C", "C", "O", "C", "C", "O", "C", "C", "H", "H", "H", "H", "H", "H", "H", "H", "H", "H", "H", "H", "H", "H", "H", "O", "P", "O", "C", "C", "O", "C", "C", "O", "C", "C", "H", "H", "H", "H", "H", "H", "H", "H", "H", "H", "H", "H", "H", "H", "H"],
  "coordinates": [[1.2171, 3.5581, 2.9371], [0.3936, 2.7077, 2.1561], [1.1826, 1.7047, 1.5373], [0.2449, 0.6135, 1.0622], [0.9168, -0.6233, 0.4516], [1.7391, -1.4900, 1.4120], [3.1899, -1.0175, 1.6822], [3.8507, -0.4045, 0.5068], [4.1217, 0.8933, 0.4333], [4.6715, 1.0735, -0.7821], [5.0391, 2.2711, -1.2193], [4.7701, -0.0959, -1.4327], [4.2375, -1.0417, -0.6024], [2.1897, 3.7012, 2.4549], [0.7351, 4.5290, 3.0203], [1.3683, 3.1229, 3.9286], [1.7224, 2.1720, 0.7046], [1.8929, 1.3266, 2.2815], [-0.4444, 0.3458, 1.8618], [-0.3434, 1.0487, 0.2489], [1.4648, -0.3438, -0.4551], [0.0839, -1.2473, 0.1210], [1.2084, -1.5278, 2.3631], [1.7596, -2.5123, 1.0326], [3.7677, -1.9117, 1.9401], [3.2833, -0.3732, 2.5487], [5.3473, 2.4690, -2.1544], [4.9257, 3.0457, -0.5876], [5.1546, -0.2680, -2.3471], [4.1630, -2.0240, -0.8126], [-1.2658, -3.5011, 2.8403], [-2.5746, -4.1302, 2.4940], [-3.0460, -4.8559, 3.8610], [-3.5733, -4.0728, 4.9407], [-4.9218, -3.4647, 4.6118], [-1.9014, -5.4203, 1.6960], [-0.5345, -5.5031, 1.3319], [0.2820, -6.2021, 2.4007], [-3.9187, -4.3424, 1.6703], [-4.2200, -5.2908, 0.6238], [-4.4853, -6.6712, 1.1735], [-2.8534, -3.2955, 5.2125], [-3.6635, -4.7491, 5.7889], [-4.8389, -2.7214, 3.8136], [-5.3389, -2.9696, 5.4887], [-5.6182, -4.2305, 4.2718], [-0.1286, -4.5164, 1.1042], [-0.5002, -6.0843, 0.4060], [0.1381, -5.7332, 3.3739], [1.3455, -6.1812, 2.1532], [-0.0297, -7.2429, 2.4935], [-3.4457, -5.2880, -0.1385], [-5.1246, -4.9123, 0.1468], [-3.6570, -7.0403, 1.7720], [-4.6538, -7.3633, 0.3477], [-5.3694, -6.6645, 1.8120], [-1.7021, 5.6786, -4.1785], [-0.8179, 4.6980, -3.5466], [0.4140, 5.4331, -2.8262], [0.1679, 6.3267, -1.7274], [-0.3255, 5.5860, -0.5025], [-0.0320, 3.9772, -4.7595], [-0.2945, 4.2943, -6.1305], [0.6344, 5.3797, -6.6281], [-0.9861, 3.4096, -2.6429], [-0.5231, 2.0878, -2.9299], [0.9656, 1.9458, -2.6982], [-0.5401, 7.1016, -2.0292], [1.1182, 6.8150, -1.5169], [-1.3132, 5.1513, -0.6639], [-0.3925, 6.2575, 0.3539], [0.3514, 4.7652, -0.2589], [-1.3385, 4.5667, -6.2730], [-0.1242, 3.3742, -6.6930], [0.5964, 6.2562, -5.9812], [0.3666, 5.6792, -7.6414], [1.6664, 5.0243, -6.6330], [-0.8127, 1.7815, -3.9325], [-1.0593, 1.4348, -2.2396], [1.5360, 2.6721, -3.2749], [1.2863, 0.9415, -2.9853], [1.2023, 2.1071, -1.6422]],
  "atomic_forces_ev_per_a": [[-0.15, 0.01, -0.17], [0.28, 0.06, -0.05], [-0.65, 0.11, 0.47], [0.36, 0.26, -0.78], [-0.58, -0.08, 0.42], [-0.08, 0.43, -0.22], [0.17, -1.25, -0.01], [0.02, 0.77, 0.59], [0.12, -0.27, -0.46], [-0.26, 0.20, 0.59], [0.16, 0.00, -0.24], [0.15, 0.46, -0.39], [-0.23, -0.19, 0.42], [0.03, 0.06, 0.03], [-0.10, -0.03, 0.10], [0.08, 0.08, 0.05], [0.24, -0.23, 0.00], [0.16, -0.05, -0.14], [0.08, -0.11, 0.08], [-0.26, 0.06, 0.19], [0.11, -0.02, 0.04], [0.10, -0.09, -0.17], [0.05, -0.14, 0.06], [0.08, -0.02, 0.00], [0.04, 0.02, 0.06], [-0.06, 0.39, -0.23], [0.03, -0.12, -0.04], [-0.07, 0.00, 0.05], [-0.07, -0.35, 0.02], [0.11, 0.04, -0.29], [-1.76, 3.59, -0.47], [2.98, -7.30, 0.15], [-0.56, 0.95, -0.16], [-0.05, 0.14, 0.29], [0.02, 0.00, -0.17], [-0.34, 0.05, -0.27], [0.14, -0.19, 0.11], [-0.03, -0.06, 0.10], [-0.35, 2.73, 0.49], [-0.21, -0.07, -0.66], [-0.03, -0.01, 0.38], [0.04, -0.04, -0.03], [0.06, -0.10, -0.08], [0.00, 0.02, 0.03], [0.02, 0.00, 0.01], [-0.01, -0.02, 0.05], [-0.04, 0.06, 0.12], [-0.08, -0.01, 0.01], [0.03, 0.13, -0.06], [0.00, -0.02, -0.01], [0.02, -0.01, -0.03], [0.22, 0.01, 0.20], [0.00, 0.18, 0.15], [0.10, 0.04, -0.11], [-0.05, 0.05, -0.03], [-0.06, 0.00, -0.08], [-1.62, -0.45, 1.52], [3.48, -0.06, -2.70], [-0.36, -0.09, 0.38], [-0.07, 0.17, 0.20], [-0.04, -0.14, 0.02], [-0.05, -0.29, 0.32], [0.07, 0.09, -0.38], [0.17, 0.03, 0.13], [-1.36, 0.62, 0.51], [-0.11, -0.45, 0.02], [0.20, 0.19, 0.15], [-0.01, -0.06, -0.11], [0.05, -0.06, -0.12], [-0.01, 0.05, 0.01], [0.03, 0.04, -0.03], [0.01, 0.02, 0.08], [-0.01, 0.11, 0.19], [0.03, -0.05, 0.11], [-0.15, 0.02, -0.03], [-0.01, -0.01, 0.00], [-0.01, -0.01, -0.04], [0.09, 0.22, -0.12], [-0.08, 0.14, 0.05], [-0.09, -0.01, -0.13], [-0.05, -0.03, 0.02], [-0.04, -0.06, -0.01]],
  "lowdin_charge": [-0.10, -0.19, -0.26, -0.15, -0.20, -0.16, -0.09, -0.28, 0.22, -0.37, 0.22, 0.16, 0.15, 0.08, 0.09, 0.09, 0.10, 0.11, 0.13, 0.11, 0.09, 0.11, 0.12, 0.10, 0.13, 0.12, 0.13, 0.13, 0.19, 0.19, -0.24, 0.56, -0.19, -0.27, -0.08, -0.26, -0.30, -0.07, -0.21, -0.24, -0.06, 0.11, 0.12, 0.07, 0.08, 0.08, 0.09, 0.12, 0.07, 0.07, 0.08, 0.11, 0.12, 0.07, 0.09, 0.08, -0.20, 0.44, -0.19, -0.26, -0.08, -0.22, -0.27, -0.07, -0.18, -0.24, -0.07, 0.12, 0.12, 0.08, 0.08, 0.07, 0.11, 0.12, 0.08, 0.08, 0.07, 0.12, 0.12, 0.07, 0.08, 0.06]
}